[1]
12
Properties=species:S:1:pos:R:3 method="wB97M-V/def2-TZVPD" total_charge=-1 relative_energy_kj_mol=124.0 homo_ev=-2.615 gap_ev=6.8
C -1.23 -1.66 2.30
H -0.21 -1.83 1.95
H -1.16 -1.31 3.34
N 0.20 0.61 -1.12
H -0.24 0.80 -0.21
H 1.33 2.34 -0.96
H 1.97 0.46 -3.05
H -2.07 -2.33 2.19
C 1.30 1.35 -1.44
N 1.88 1.37 -2.60
S -1.66 0.08 1.53
H -0.11 0.12 -1.94

=====

[2]
19
Properties=species:S:1:pos:R:3 method="wB97M-V/def2-TZVPD" total_charge=+2 relative_energy_kj_mol=584.6 homo_ev=-20.394 gap_ev=10.1
H 1.48 1.01 -1.03
N -2.13 1.26 -0.60
C 0.17 -1.33 -0.47
H -0.05 1.19 1.58
H 2.20 -0.84 -0.42
C 1.33 0.87 -0.01
H 1.55 -0.90 1.16
H 0.13 -2.52 -0.37
H 0.10 -1.03 -1.57
C 0.05 1.53 0.50
H -2.78 -0.69 1.01
H 0.11 2.69 0.31
H -2.42 -2.34 0.78
N -2.17 -1.35 0.56
N -1.09 0.87 -0.16
H 2.05 1.38 0.56
C 1.37 -0.62 0.16
H -2.24 2.20 -0.92
C -1.11 -0.90 0.03

=====

[3]
10
Properties=species:S:1:pos:R:3 method="wB97M-V/def2-TZVPD" relative_energy_kj_mol=391.9 homo_ev=-10.196 gap_ev=9.8
H 1.19 1.32 1.20
C -1.21 -0.52 -0.87
C -0.21 0.20 -0.06
N 1.05 -0.46 0.20
H 0.93 -1.40 0.66
H -0.79 -1.44 -1.40
O -2.50 -0.44 -0.89
H 1.70 -0.50 -0.59
N -0.52 1.34 0.49
O 0.38 1.89 1.27

=====

[4]
29
Properties=species:S:1:pos:R:3 method="wB97M-V/def2-TZVPD" total_charge=-1 relative_energy_kj_mol=161.4 homo_ev=-5.228 gap_ev=7.4
H -18.51 0.91 -9.30
C -15.93 3.47 -11.78
B -23.08 6.17 -9.93
O -17.18 3.37 -7.24
Mg -21.11 5.15 -9.20
S -17.84 2.94 -8.43
H -17.09 0.69 -8.21
H -23.63 6.15 -8.90
H -15.84 3.09 -12.80
H -20.41 3.56 -11.28
C -18.05 1.17 -8.36
H -21.97 6.40 -9.79
O -16.76 3.12 -9.62
H -23.29 5.13 -10.41
C -20.35 5.34 -12.04
H -15.11 2.92 -11.31
H -18.03 3.70 -11.17
C -17.16 3.06 -10.99
Cl -22.20 3.36 -8.27
O -19.08 3.48 -8.91
O -20.65 4.44 -10.98
H -18.73 1.03 -7.52
H -20.45 6.37 -11.73
H -17.45 2.04 -11.23
H -23.60 7.04 -10.50
Cl -19.67 6.60 -8.31
H -21.03 5.22 -12.89
H -15.63 4.51 -11.65
H -19.34 5.16 -12.43

=====

[5]
7
Properties=species:S:1:pos:R:3 method="wB97M-V/def2-TZVPD" relative_energy_kj_mol=96.9 homo_ev="-8.963 / -8.966" gap_ev="7.2 / 7.2"
C 2.50 -0.31 -0.12
S 1.99 1.26 -0.03
H -0.32 -0.01 -1.23
S 1.95 -1.82 -0.01
I 5.13 0.21 0.01
H -0.07 -0.16 0.99
P -0.15 0.98 -0.04

=====

[6]
82
Properties=species:S:1:pos:R:3 method="wB97M-V/def2-TZVPD" total_charge=+1 spin_multiplicity=2 relative_energy_kj_mol=0.0 s_squared=0.758 homo_ev="-10.980 / -11.042" gap_ev="7.5 / 7.1"
C -4.57 -0.40 4.87
H -1.41 -4.84 0.75
C 2.47 0.77 -3.50
H 1.53 0.35 4.56
C -0.69 -2.02 3.76
C -0.08 -0.25 -3.95
C 0.42 0.76 -4.79
S 2.84 -0.78 -1.27
H -0.76 0.47 -6.56
C -0.42 1.28 -5.92
H -1.25 -3.15 -1.07
C 1.69 1.25 -4.55
C -5.12 -0.10 2.56
H -3.96 -2.54 1.23
H 4.07 -4.91 3.16
C -3.04 -0.17 -2.19
H -6.45 -0.95 4.00
H -4.83 -0.71 5.87
H 0.14 1.98 -6.54
H 2.50 1.49 1.16
O -0.29 1.16 -0.19
H -1.55 1.94 2.40
H -1.30 1.80 -5.54
H -4.09 0.11 -2.27
C 2.08 1.26 0.18
Ru 0.01 -0.81 0.11
O 0.62 3.17 0.19
C -1.59 1.17 3.16
H -2.88 1.74 0.81
N 1.41 -4.73 1.06
C 0.54 -5.67 0.36
H 4.12 -3.06 1.55
H -2.84 -1.01 -2.84
C -0.37 -3.67 -0.71
C 3.13 -4.50 2.80
H 0.30 -3.82 -1.57
C 0.68 -0.73 -2.91
H 3.61 -2.42 3.11
C 2.60 -5.34 1.66
C 1.62 0.44 3.48
Sb -0.15 -0.33 2.59
N 0.29 -2.81 0.28
H 0.01 -2.82 3.53
H -4.46 1.11 0.34
C -3.32 0.16 4.62
H -4.95 -2.01 -0.14
H -3.64 -3.17 -0.41
C 3.33 -3.09 2.30
H 3.37 -5.47 0.89
H -2.41 0.67 -2.47
C 1.25 -3.40 1.00
H 2.09 2.03 -5.19
H 1.08 -6.07 -0.50
Sb -2.60 -0.69 -0.18
H 2.75 1.73 -0.54
H 0.33 -6.50 1.03
C 1.96 -0.22 -2.69
H -1.71 -2.31 3.52
H 1.73 1.49 3.21
C -3.55 0.88 0.89
N 2.08 -2.60 1.72
H -1.21 1.58 4.09
H 0.31 -1.55 -2.29
H -5.84 -0.18 1.75
H 2.18 -1.69 1.26
H -1.25 -5.64 -0.81
H 2.41 -4.51 3.63
H -1.06 -0.66 -4.15
C -0.74 -5.00 -0.09
H -2.63 0.29 5.44
H 2.49 -0.12 3.14
O 2.70 -2.21 -1.21
H 3.46 1.15 -3.31
C -3.87 0.46 2.29
H 2.31 -6.33 2.01
H -0.62 -1.77 4.81
C 0.72 1.97 0.08
C -2.95 0.59 3.35
C -5.47 -0.53 3.82
C -3.95 -2.30 0.16
N 1.96 -0.19 -0.02
O 4.14 -0.18 -1.27

=====

[7]
14
Properties=species:S:1:pos:R:3 method="wB97M-V/def2-TZVPD" total_charge=+1 relative_energy_kj_mol=348.2 homo_ev=-15.441 gap_ev=10.2
H -2.70 1.46 0.80
C -2.02 0.69 0.28
H -0.59 -1.20 -1.40
H 2.09 -0.34 -0.99
C -0.67 0.82 -0.36
N -2.17 -0.59 0.09
H 2.47 -0.79 0.58
C 0.34 -0.11 0.44
H -0.03 -0.27 1.48
H -2.68 -1.39 0.26
C -0.81 -0.61 -0.53
H -0.21 1.55 -1.04
H 2.30 0.87 0.33
C 1.88 -0.10 0.12

=====

[8]
65
Properties=species:S:1:pos:R:3 method="wB97M-V/def2-TZVPD" total_charge=+1 relative_energy_kj_mol=0.0 homo_ev=-9.748 gap_ev=6.6
H 3.57 -1.29 -1.16
C 6.41 1.40 -1.12
H 5.46 1.17 -1.60
H -4.93 0.31 -2.09
H 4.08 0.25 1.14
H -4.02 1.54 -1.20
H 1.67 -3.81 0.44
H -5.83 1.77 1.68
C -1.77 -2.51 0.51
H 7.30 2.80 1.75
C -1.92 -3.65 -0.22
C -7.00 -1.81 -0.87
H 7.54 0.81 0.60
H 1.60 -0.51 0.04
H 3.59 1.71 -0.72
H 0.76 -3.38 -2.23
H -6.06 -2.04 -1.36
H -7.50 1.51 1.29
H 5.83 2.79 3.76
H 6.19 -0.23 0.27
H -5.43 2.96 -0.42
C -0.70 -1.66 0.28
H -7.06 -2.39 0.06
C 6.21 2.84 1.63
H -8.15 -0.16 -0.18
H 1.24 -0.28 -1.69
H -7.81 -2.14 -1.52
H 6.01 3.52 0.80
H 3.90 1.53 2.30
N -6.19 0.19 0.38
H -4.17 0.32 0.89
H 2.57 -2.36 -2.20
C 2.67 -1.92 -1.21
C 4.30 1.32 1.30
H -6.93 3.56 0.26
H -6.98 2.44 -1.09
H -1.13 -4.87 -1.80
C 3.51 2.14 0.28
C 1.41 -1.03 -0.91
H 4.55 3.59 2.83
H -2.50 -2.27 1.27
H -3.30 -0.04 -1.50
H 2.46 2.13 0.55
H 6.09 4.40 3.10
P 2.89 -3.23 0.06
H -4.63 -1.15 0.09
C -6.49 1.53 0.85
C 0.21 -1.96 -0.70
C -1.02 -3.96 -1.22
C -4.24 0.47 -1.26
C -6.45 2.68 -0.17
C 0.04 -3.11 -1.45
C -4.79 -0.06 0.07
H 3.65 -4.30 -0.45
C 5.63 3.43 2.90
H -0.62 -0.79 0.92
H -2.73 -4.36 -0.06
H 6.56 2.48 -1.13
C 6.49 0.82 0.30
C -7.15 -0.32 -0.58
H 7.20 0.96 -1.74
H 3.44 -2.71 1.24
H 3.83 3.18 0.23
N 5.74 1.49 1.35
H -7.11 0.23 -1.54

=====

[9]
20
Properties=species:S:1:pos:R:3 method="wB97M-V/def2-TZVPD" relative_energy_kj_mol=576.0 homo_ev="-8.591 / -8.604" gap_ev="7.1 / 7.2"
H 2.17 1.20 0.74
C 1.10 0.99 0.75
C -0.98 -1.18 1.57
H 0.59 1.90 0.44
H 1.33 -1.07 0.20
C 0.83 -0.17 -0.18
H -1.02 1.58 -0.85
C 1.34 0.10 -1.60
O -1.96 0.61 0.70
H -0.20 -1.93 1.47
H -1.97 -1.62 1.55
H 0.87 0.98 -2.04
C -0.66 -0.66 -0.31
C -1.62 0.71 -0.56
H 2.41 0.28 -1.57
O -1.02 -1.66 -0.92
H -0.83 -0.50 2.40
H 0.81 0.78 1.78
H -2.35 0.41 -1.31
H 1.15 -0.75 -2.26

=====

[10]
91
Properties=species:S:1:pos:R:3 method="wB97M-V/def2-TZVPD" total_charge=+2 relative_energy_kj_mol=0.0 homo_ev=-13.083 gap_ev=6.0
C 1.17 -0.01 -6.35
H 2.43 -8.09 -0.40
C -2.21 -2.73 -2.11
C -0.25 4.11 2.13
C -0.56 -0.07 -1.60
H 4.72 -6.36 -0.68
H 0.08 0.81 -1.47
H 4.15 3.30 2.86
C 1.97 -2.43 4.97
C 2.03 -7.12 -0.04
H 6.51 2.47 2.78
H 3.16 -0.94 3.96
C 4.94 -0.30 1.56
H 1.31 0.41 -7.34
C 2.41 -1.72 3.86
H -2.64 -1.73 -2.18
C 2.82 -6.73 1.21
C 0.35 -3.65 3.65
H -4.10 4.71 1.78
C -0.27 -4.19 -1.93
C -2.14 5.65 2.09
C 4.67 -4.52 0.44
C -0.81 -2.90 -2.08
C 2.65 -1.72 -0.37
H 2.43 -2.24 5.94
C 0.11 -1.66 -4.92
H -0.50 -4.34 3.55
C 1.88 -2.04 -1.46
C -1.14 3.04 1.90
H -0.68 -6.31 -1.80
O 0.29 1.05 1.74
C 3.33 1.48 2.06
H 3.88 -6.96 1.06
C 0.94 -3.38 4.88
H 2.37 -2.68 -2.21
C -0.76 5.41 2.22
C -0.85 1.59 1.68
H 5.15 -1.31 1.19
H 0.96 -3.75 1.56
H 2.29 1.82 2.07
P 2.20 -0.89 1.16
H 3.52 -3.38 1.90
C -3.03 4.58 1.87
H -0.15 -1.60 -7.05
C 1.60 0.06 -3.98
S -3.34 1.78 1.39
O -3.89 1.89 0.07
C 3.49 -4.32 1.35
C 0.76 -1.05 -3.83
H -2.54 6.65 2.17
O -4.21 1.45 2.49
C -1.11 -5.31 -1.89
H 2.48 -7.36 2.03
H 0.82 3.90 2.21
C -3.04 -3.85 -2.06
H -1.18 -0.22 -0.71
H 1.26 -6.31 -1.90
C 3.60 0.17 1.61
H -0.09 6.26 2.38
H 3.73 -1.92 -0.44
H -3.14 -6.02 -1.94
C 3.01 -5.24 -1.42
C -2.49 -5.14 -1.97
C 1.91 -2.00 2.58
H 2.45 1.47 -5.37
C 2.63 -5.31 1.63
H 2.10 0.49 -3.09
N -1.95 0.87 1.39
H 5.09 -3.54 0.17
C 5.97 0.53 2.00
H -4.12 -3.72 -2.11
H 7.00 0.16 1.97
P 0.34 -1.51 -2.15
H 5.49 -5.04 0.99
C 0.33 -1.13 -6.19
C 2.03 -6.12 -1.15
C 4.37 2.30 2.49
C 4.40 -5.32 -0.85
H -0.52 -2.54 -4.75
C -2.49 3.30 1.78
C 0.95 -3.10 2.47
H 0.60 -3.91 5.78
C 1.80 0.60 -5.25
H 5.10 -4.93 -1.61
H -1.28 0.18 -2.40
H 0.99 -7.32 0.25
H 2.94 -4.57 -2.27
Pb -0.48 -1.96 1.10
C 5.69 1.82 2.46
H 0.81 -4.31 -1.85
H 1.83 -5.19 2.35

=====

[11]
17
Properties=species:S:1:pos:R:3 method="wB97M-V/def2-TZVPD" relative_energy_kj_mol=445.2 homo_ev=-9.787 gap_ev=8.3
H 0.31 1.99 1.27
C 0.91 -1.58 -0.68
C -1.03 0.41 1.30
C -1.29 0.32 2.65
O 2.29 0.24 -0.17
O 2.31 -1.41 1.12
H -1.77 -0.28 0.80
H -0.42 0.96 -2.69
H -0.37 2.50 -1.22
C -0.33 1.52 -0.81
C -0.36 1.42 0.65
C -0.22 0.55 -1.69
N 1.90 -0.86 0.14
C 0.02 -0.94 -1.50
Cl 0.86 -3.27 -0.45
N -1.67 0.32 3.75
Cl -1.15 -1.90 -2.44

=====

[12]
34
Properties=species:S:1:pos:R:3 method="wB97M-V/def2-TZVPD" relative_energy_kj_mol=0.0 homo_ev=-8.060 gap_ev=8.5
O 0.89 -2.13 -0.52
H -3.95 -0.55 -2.50
N 1.07 3.23 -0.38
C 0.46 -1.96 0.59
N 1.91 2.28 0.13
H 2.60 0.80 2.62
H -0.59 3.85 -1.24
N -0.86 -2.23 0.92
C -0.01 0.51 -1.82
H 0.99 0.17 -1.67
O -2.58 -2.36 2.41
C 0.00 2.97 -1.02
C 1.25 -1.50 1.75
H 3.33 -1.45 2.20
H 2.83 2.67 0.31
O 0.42 0.74 0.87
H -0.98 -1.25 -2.76
N -0.50 -1.82 3.15
C -0.54 1.75 -1.53
C -1.05 -0.24 -2.41
O -1.84 1.78 -1.93
C -3.53 0.35 -2.95
H -1.49 -2.47 0.16
H 3.67 0.87 1.21
H -4.15 1.21 -2.69
C 2.71 0.51 1.58
H -3.53 0.23 -4.03
C -2.15 0.58 -2.45
H -0.83 -1.73 4.10
C -1.42 -2.14 2.18
H 2.91 -1.34 0.48
N 0.77 -1.46 2.94
C 2.64 -1.02 1.48
C 1.55 1.16 0.82

=====

[13]
15
Properties=species:S:1:pos:R:3 method="wB97M-V/def2-TZVPD" total_charge=+1 relative_energy_kj_mol=297.8 homo_ev=-13.632 gap_ev=9.9
H 0.50 0.73 0.43
F 1.66 -0.29 -0.87
H 3.47 0.26 -1.49
H -1.85 -1.44 0.71
N -3.26 -0.64 -0.58
O -0.33 0.75 0.85
C 2.96 0.05 -0.51
C 3.35 0.12 0.71
H 4.28 0.50 1.05
C -2.16 -0.54 0.13
H -2.00 1.43 -0.35
N -1.49 0.55 0.14
H 2.58 -0.13 1.39
H -3.80 -1.48 -0.66
H -3.92 0.13 -0.94

=====

[14]
36
Properties=species:S:1:pos:R:3 method="wB97M-V/def2-TZVPD" smiles="NC(=O)CC[C@H](N)C(=O)N[C@@H](CCC(=O)O)C(=O)O" relative_energy_kj_mol=333.8 homo_ev=-9.554 gap_ev=9.3
O -0.66 -2.44 4.10
C 0.43 -2.80 3.58
N -0.73 -0.66 -0.63
H -0.07 -4.05 2.12
C 0.25 -1.52 -0.15
H -0.12 1.24 -3.91
H -1.70 -1.08 -0.57
C -0.78 0.60 -1.15
O 1.57 -3.65 -0.57
C 0.09 3.25 0.01
H -1.21 -2.24 1.23
O -1.87 1.22 -1.18
H -0.90 2.83 0.37
H 1.28 -1.01 -0.15
H 2.19 -3.00 -0.15
O 1.39 -3.26 4.42
H -0.93 2.35 -2.95
H 1.29 0.77 -1.92
C 0.40 -2.84 -0.95
N -1.68 4.60 -1.34
N 0.00 1.91 -3.16
C 0.97 2.45 -0.90
H 1.48 3.18 -1.59
H -1.90 5.14 -2.22
C 0.36 1.31 -1.87
O 0.35 5.46 -1.06
C -0.38 4.51 -0.80
H 1.62 -3.24 1.94
H 0.92 -3.12 5.25
O -0.19 -3.07 -1.98
H -0.27 -1.03 1.83
C -0.17 -1.96 1.33
H 0.64 3.50 0.97
H -2.36 3.79 -1.35
H 1.86 1.83 -0.50
C 0.57 -3.15 2.19

=====

[15]
34
Properties=species:S:1:pos:R:3 method="wB97M-V/def2-TZVPD" homo_ev=-7.205 gap_ev=7.7
H 1.15 3.60 0.19
N 0.07 0.52 0.48
H -2.86 0.96 -3.73
H 2.00 0.42 -2.64
H -1.43 -2.60 -2.70
N -0.14 -1.36 -0.70
C 0.31 -1.69 1.67
Sn -0.64 0.61 -1.58
H -2.24 2.10 1.93
H -1.68 0.71 2.86
C 1.02 0.58 -3.10
H 0.03 -4.62 -0.09
H -1.46 2.37 3.51
H 2.57 2.03 2.04
C -0.19 -2.68 -0.91
H 0.79 -0.27 -3.76
H 1.02 1.51 -3.69
Si 0.16 1.85 1.67
C 0.08 -0.85 0.56
H -2.83 0.96 -4.49
H 0.31 -2.80 -3.01
H -0.62 3.51 -0.02
C -1.45 1.75 2.61
H -0.64 -4.16 -2.39
C 0.06 -3.56 0.15
C 0.34 -3.08 1.43
H 1.94 0.60 2.87
H 0.55 -1.25 2.64
C 1.74 1.65 2.63
H 0.07 4.32 1.41
C -0.51 -3.08 -2.33
H 0.63 -3.78 2.21
H 1.66 2.24 3.56
C 0.20 3.47 0.71